Entry 1:
# C8H12CeCl2EuN2O3S

A molecular structure, C8H12CeCl2EuN2O3S in a non-equilibrium geometry (wB97M-V/def2-TZVPD, the Open Molecules 2025 dataset).

Structure (XYZ):
```
30
Properties=species:S:1:pos:R:3:forces:R:3:mulliken_spin:R:1
H 2.52128 -0.17314 0.61241 -0.393 0.192 0.200 0.034
C -2.10863 0.06170 2.82465 0.050 -0.299 0.468 0.008
C 0.79277 -0.74702 3.29343 0.623 -0.756 0.409 -0.006
H 0.45240 -0.13472 4.12719 -0.121 0.114 0.133 0.034
H -3.38751 0.91573 0.93068 0.378 -0.165 0.144 0.003
C 0.98684 -1.43777 -6.18821 -2.676 -10.278 -11.756 -0.014
O 0.51961 2.40667 -6.68771 1.337 -4.426 3.742 0.017
H -2.72029 -0.79267 2.52379 -0.141 -0.144 0.100 0.038
C -0.99121 -2.06757 -1.01637 -3.878 -6.262 2.497 -0.003
H 1.75765 -1.16830 3.56897 -0.112 0.045 0.015 0.004
N -1.41310 0.52976 1.64477 0.138 0.427 -0.416 0.451
O -1.58745 -2.97444 -0.61770 2.656 3.866 -1.788 0.010
C -2.35379 1.07790 0.59967 -0.474 0.336 0.176 -0.010
Cl 1.93757 -2.28418 -2.86108 -1.204 2.081 -0.841 -0.020
Cl 1.75880 2.06813 -2.69822 -0.751 -1.562 -1.418 -0.027
H -1.42608 -0.21722 3.61361 -0.260 0.061 0.016 0.012
H 0.11850 -1.57471 3.09191 -0.302 -0.103 0.157 0.029
C 0.77687 1.53555 -5.96310 -3.582 9.928 -8.514 -0.006
Ce 1.39875 -0.04847 -4.62290 6.009 -0.663 10.546 1.038
C -0.06153 0.66913 1.44037 -0.006 1.103 -1.253 -0.087
Eu 0.05968 -0.01085 -1.60763 1.190 1.319 -0.671 4.966
H 3.03518 -0.30830 2.28878 -0.356 0.009 0.011 0.006
C 2.35853 0.23503 1.62457 0.556 -0.031 0.414 -0.008
H 2.68040 1.28993 1.62448 -0.470 -0.259 -0.026 0.016
H -2.80164 0.83877 3.17728 0.129 0.024 -0.117 0.026
S 0.42026 1.77458 0.19405 0.089 0.545 1.152 -0.062
N 0.95697 0.04778 2.10355 0.067 0.320 0.001 0.481
O 0.83937 -2.22427 -7.06080 1.036 5.135 5.770 0.042
H -2.27633 0.54826 -0.37248 0.199 0.066 0.497 0.018
H -2.24389 2.16469 0.41202 0.267 -0.624 0.353 0.009
```
Forces are in eV/Å.

Properties
<S²> = 15.821
Gap between HOMO and LUMO (alpha / beta) = 5.897 / 4.511 eV
Multiplicity = 8
Net charge = +4



Entry 2:
# C8H12Cl2MnO

A molecular structure, C8H12Cl2MnO in a non-equilibrium geometry (wB97M-V/def2-TZVPD, the Open Molecules 2025 dataset).

Structure (XYZ):
```
24
Properties=species:S:1:pos:R:3:forces:R:3:mulliken_spin:R:1
Cl 0.06654 -2.49001 1.50504 0.104 -0.108 -0.436 0.027
H -0.50737 -0.87308 -3.13485 0.190 0.111 0.503 0.000
H 2.96888 0.48640 0.89275 -0.149 -0.222 0.055 0.020
C 0.71028 -0.49148 -1.31342 1.131 -1.350 -1.504 -0.011
H -0.90981 0.69627 1.68809 1.559 -0.376 -2.274 0.023
C 2.22877 -0.30644 0.76597 0.397 1.322 -1.687 -0.179
H 0.62230 -1.57532 -1.07693 0.053 0.689 0.160 -0.009
C -1.53072 0.99755 -0.38722 -1.391 0.625 -0.653 0.084
H 1.71209 -0.38369 -1.80603 -0.898 -0.169 -0.022 0.012
C 0.87112 0.31489 -0.02795 0.743 -1.037 -2.692 0.125
C -0.44037 -0.15468 -2.30120 0.354 0.942 0.496 -0.031
C -0.48192 0.55567 0.55571 -3.723 0.566 1.791 0.542
H -2.51781 1.17375 0.15463 1.374 -0.111 -0.583 -0.003
H -1.24298 1.96775 -0.91819 -0.321 -0.916 0.762 0.040
O -0.56263 -0.58251 4.55485 0.909 -0.502 -0.744 0.021
H 0.94575 1.33462 -0.25078 1.779 1.847 -0.497 0.038
Cl 1.08390 1.68065 2.74697 0.483 0.379 0.049 0.025
H 2.60339 -1.22272 0.32096 -0.073 0.067 -0.263 0.001
C -1.73486 -0.06574 -1.49258 0.154 -0.166 -0.037 0.098
Mn 0.75444 -0.35234 1.75821 -1.658 -1.745 6.222 2.183
H -0.24273 0.84334 -2.75653 -0.141 -0.517 0.146 -0.004
H -1.92118 -1.03832 -1.01219 -0.077 0.215 -0.115 -0.008
H -2.59570 0.17334 -2.12335 0.088 0.071 0.084 0.004
C 0.12065 -0.68788 3.65806 -0.888 0.384 1.241 0.002
```
Forces are in eV/Å.

Properties
<S²> = 3.817
Gap between HOMO and LUMO (alpha / beta) = 7.340 / 7.782 eV
Multiplicity = 4
Relative energy (zero: lowest compared OMol25 entry of this formula, charge and spin) = 12.6 kcal per mole



Entry 3:
# C8H12ClNOS

A single C8H12ClNOS molecule in a non-equilibrium geometry (wB97M-V/def2-TZVPD, the Open Molecules 2025 dataset).

Structure (XYZ):
```
24
Properties=species:S:1:pos:R:3:forces:R:3:mulliken_spin:R:1
C 0.97043 -0.05984 0.39278 -2.655 -2.350 4.077 -0.008
C -1.93923 -1.46262 -1.19420 3.029 -1.089 -1.373 0.560
H -0.86669 0.72455 0.01494 -0.975 0.463 0.173 -0.004
H 0.52792 1.37981 1.77464 -0.155 -0.040 1.016 0.000
N -2.67084 -0.60848 -0.60809 -3.988 1.725 2.143 -0.143
C -3.89976 -2.53233 -0.12591 2.632 -3.876 -1.660 0.670
C -3.78473 -1.18392 0.02253 4.320 5.429 -1.854 0.521
H -0.81277 0.92847 -2.38482 0.840 -0.607 -0.009 -0.002
H -4.71063 -3.10633 0.08522 -1.999 -1.627 0.429 0.024
H 1.74141 -0.33312 -0.18364 3.372 -1.498 -1.684 0.000
C 1.36323 0.69553 1.65502 -0.055 2.788 -3.518 0.002
H 1.31282 -1.94295 -1.79247 -2.891 0.064 0.215 -0.001
H 1.49782 0.01270 2.38179 0.653 -1.642 2.969 -0.001
H 0.46390 1.75959 -0.43035 0.020 0.402 -0.319 -0.002
H -4.47793 -0.54995 0.45832 -1.052 1.123 0.909 0.031
C -0.59356 -1.20096 -2.00492 -1.651 1.311 1.360 0.023
C 0.09460 0.74091 -0.43811 -0.808 0.109 -2.053 0.007
H 0.88882 0.18515 -2.47227 -0.478 0.544 0.233 0.000
H 0.41094 -1.05494 0.83015 1.298 2.142 -1.543 0.009
S -2.41442 -3.14551 -0.81959 -0.821 -1.525 0.379 0.248
O 0.32100 -2.10827 -1.56882 2.409 -1.065 -0.229 0.011
H 2.22516 1.37516 1.46590 -0.250 -0.675 0.345 0.000
Cl -1.06647 -1.43416 -3.73030 0.010 -0.460 -0.662 0.038
C -0.06847 0.24357 -1.91059 -0.803 0.356 0.655 0.016
```
Forces are in eV/Å.

Properties
<S²> = 2.025
Gap between HOMO and LUMO (alpha / beta) = 6.115 / 7.237 eV
Multiplicity = 3



Entry 4:
# C8H12F30Na4O6P5

A molecular structure, C8H12F30Na4O6P5 in a non-equilibrium geometry (wB97M-V/def2-TZVPD, the Open Molecules 2025 dataset).

Structure (XYZ):
```
65
Properties=species:S:1:pos:R:3:forces:R:3:mulliken_charge:R:1
F -1.04380 2.85607 2.13918 -0.051 -0.361 0.773 -0.317
C -4.42458 -2.03307 -0.17687 -0.929 0.041 -0.132 -1.220
F 3.81880 -1.32726 1.68210 -0.702 -0.667 -0.741 -0.332
H -4.11453 0.72321 -0.36892 0.114 -0.305 0.200 -0.007
H 2.27089 3.17216 -6.16977 -0.763 0.198 -0.145 0.289
O -5.50300 -1.36064 -2.24057 0.076 -0.246 -0.505 -0.379
F -0.37702 0.79892 1.19201 0.294 0.831 -0.394 -0.303
P -0.11246 -0.53780 0.33073 -2.055 -2.261 3.217 1.502
F -0.46953 -5.57165 2.86880 -0.431 -0.049 -0.008 -0.341
H 1.76671 4.73252 -5.37788 -0.001 0.008 0.045 0.297
F 1.18790 -0.78125 1.26932 0.183 -0.206 -0.701 -0.592
Na 1.93413 -2.84596 1.20189 -0.342 -0.547 0.895 0.925
P -1.76071 4.09994 1.42743 -1.692 1.010 0.104 1.277
C -5.03839 0.44721 -0.86990 -0.178 -0.359 0.618 -0.119
C 2.23077 3.76084 -5.25426 1.012 -1.295 -0.027 -0.452
F 0.80902 0.28506 -0.69286 0.394 0.640 -0.937 -0.336
F 5.41560 0.07376 0.92473 0.322 -0.019 -0.190 -0.422
H -6.39849 -1.19517 -0.40101 -0.032 -0.057 -0.112 0.293
F -2.22100 -4.46456 1.76771 0.223 -0.106 0.501 -0.318
F -2.47650 5.29636 0.61136 0.159 -0.136 0.308 -0.369
P 5.07574 -0.56745 2.43333 -0.470 0.856 -0.310 1.227
F -0.02470 -4.23121 1.09751 0.526 0.614 -0.098 -0.419
F -1.44837 -0.21155 -0.48284 -0.199 0.733 -1.303 -0.321
C 3.68753 3.75302 -4.73440 0.493 1.406 -1.024 0.368
F 6.01589 -1.83276 2.07953 -0.222 0.397 0.118 -0.383
F 6.26557 0.20439 3.14042 0.279 0.246 -0.524 -0.321
H 4.02631 4.78994 -4.67958 0.098 -0.072 0.539 0.299
F -1.01711 5.12963 2.35940 -0.053 0.040 0.393 -0.343
F -0.29716 -3.64343 5.10046 -0.115 1.070 -0.978 -0.334
H -4.73100 -3.02920 -0.49764 0.225 -0.077 -0.008 0.365
C 4.70044 2.94949 -5.56898 -1.348 0.001 0.409 -1.278
C -5.11825 -0.32580 -3.00833 -0.826 -0.151 -0.205 0.639
H -3.38016 -1.87709 -0.43413 -0.036 0.123 0.023 0.129
F -1.06160 -1.32073 1.44038 0.892 0.386 -0.730 -0.379
Na -1.24868 0.63829 3.27572 0.383 -0.460 0.171 0.963
F -1.53808 -5.40389 -0.16734 0.036 0.362 -0.004 -0.390
P 0.61850 -2.32610 5.09591 1.091 1.113 2.240 1.287
F 0.13652 -6.52396 0.84709 -0.060 0.602 0.537 -0.422
C 2.28836 2.89973 -3.15623 0.276 0.202 0.275 0.664
F 4.59968 -1.15991 3.79666 -0.150 -0.448 0.464 -0.321
F -0.52090 -1.29242 4.48685 -1.281 -0.194 -0.398 -0.400
O -4.87807 0.74337 -2.24507 0.400 0.791 0.049 -0.334
H 4.09367 2.10551 -5.90626 0.790 -0.592 0.031 0.345
F -3.05699 3.93083 2.42290 1.044 0.383 -0.313 -0.390
F -2.01309 -6.79768 1.57169 0.295 0.900 0.550 -0.372
H 5.06963 3.45082 -6.46127 -0.194 0.356 0.114 0.357
O 1.53974 3.00065 -4.23981 -0.809 0.470 -0.606 -0.293
H 5.54834 2.70790 -4.93372 -0.046 -0.372 -0.091 0.319
O 3.56190 3.20430 -3.43152 0.216 -0.047 0.758 -0.352
F 1.55861 -0.96812 5.19557 0.138 -0.692 -0.232 -0.404
F 4.07366 0.73724 2.59160 0.351 -0.390 0.113 -0.341
F 0.07027 -1.94396 6.59314 -0.157 -0.281 -0.434 -0.404
P -1.04081 -5.48563 1.38909 -0.195 -2.052 -1.691 1.218
F 0.09426 -1.88821 -0.48749 0.616 0.315 0.044 -0.434
C -5.40803 -1.06315 -0.83437 0.839 0.280 0.019 0.544
F -2.54245 3.06038 0.41331 0.183 -0.838 -0.607 -0.417
Na -1.14591 2.22285 -1.17065 0.140 0.050 0.492 0.843
O -5.07832 -0.29577 -4.20207 0.190 -0.357 0.311 -0.568
O 1.87656 2.58169 -2.07070 0.256 -0.509 -0.187 -0.492
H -5.83777 1.04987 -0.43797 -0.015 0.118 -0.223 0.262
F -0.51923 4.12375 0.37432 0.225 -0.213 -0.673 -0.394
Na 3.18099 0.50198 -0.62366 0.141 0.136 0.825 0.885
F 1.80222 -3.21154 5.75838 -0.033 0.444 -0.954 -0.396
F 1.11132 -2.49342 3.54580 0.174 -0.908 0.292 -0.280
H -4.58283 -2.02137 0.90180 0.313 0.145 0.057 0.392
```
Forces are in eV/Å.

Properties
Gap between HOMO and LUMO = 9.024 eV
Net charge = -1
Relative energy (zero: lowest compared OMol25 entry of this formula, charge and spin) = 0.0 kcal per mole